(1)
Below is a cluster of 2 separate species, C24H22BrNO2S in total in a non-equilibrium geometry, with properties calculated with ωB97M-V with the def2-TZVPD basis set.

Last columns: bonded neighbours and bond lengths (Å).
Cartesian coordinates (Å):
1 Br -0.21710 3.30491 2.04863  C2 1.845
2 C -0.82768 1.62949 1.57677  Br1 1.845, S3 1.761, H12 1.093
3 S -2.13805 0.99341 2.56702  C2 1.761, C4 1.810, O10 1.459, O11 1.442
4 C -3.48606 2.20010 2.60500  S3 1.810, C5 1.404, C9 1.397
5 C -3.62036 3.15242 3.62824  C4 1.404, C6 1.403, H13 1.092
6 C -4.68562 4.06447 3.58871  C5 1.403, C7 1.392, H14 1.087
7 C -5.63674 4.01114 2.57406  C6 1.392, C8 1.389, H15 1.085
8 C -5.53879 3.01334 1.61210  C7 1.389, C9 1.400, H16 1.085
9 C -4.49076 2.08601 1.64177  C4 1.397, C8 1.400, H17 1.092
10 O -2.61591 -0.17331 1.83261  S3 1.459
11 O -1.72474 0.89799 3.94483  S3 1.442
12 H -0.10241 0.91555 1.17775  C2 1.093
13 H -2.92043 3.16254 4.46700  C5 1.092
14 H -4.77728 4.82102 4.36431  C6 1.087
15 H -6.44984 4.72839 2.53924  C7 1.085
16 H -6.28339 2.93468 0.82645  C8 1.085
17 H -4.45844 1.25359 0.93586  C9 1.092
18 C -0.26500 1.96906 -3.01701  C19 1.474, H36 1.094, H37 1.101, H38 1.103
19 C 0.99468 1.30128 -2.64374  C18 1.474, N20 1.349, C27 1.426
20 N 2.18177 1.73733 -3.11423  C19 1.349, C21 1.389, H39 1.019
21 C 3.23301 0.96123 -2.64205  N20 1.389, C22 1.413, C26 1.392
22 C 2.67748 -0.04869 -1.82471  C21 1.413, C23 1.396, C27 1.482
23 C 3.55675 -0.95079 -1.22332  C22 1.396, C24 1.407, H40 1.089
24 C 4.93758 -0.82446 -1.46491  C23 1.407, C25 1.404, H41 1.094
25 C 5.46796 0.23541 -2.21788  C24 1.404, C26 1.404, H42 1.089
26 C 4.59961 1.15769 -2.82324  C21 1.392, C25 1.404, H43 1.086
27 C 1.21074 0.16149 -1.81508  C19 1.426, C22 1.482, C28 1.393
28 C 0.23605 -0.55169 -1.12048  C27 1.393, C29 1.430, H44 1.096
29 C 0.36129 -1.90511 -0.67580  C28 1.430, C30 1.427, C35 1.422
30 C 1.12285 -2.87724 -1.39044  C29 1.427, C31 1.388, H45 1.088
31 C 1.37031 -4.12738 -0.84107  C30 1.388, C32 1.399, H46 1.091
32 C 0.88185 -4.45611 0.42792  C31 1.399, C33 1.495, C34 1.402
33 C 1.30149 -5.72394 1.09980  C32 1.495, H47 1.096, H48 1.099, H49 1.100
34 C 0.00874 -3.56678 1.06902  C32 1.402, C35 1.379, H50 1.091
35 C -0.29130 -2.34263 0.50939  C29 1.422, C34 1.379, H51 1.094
36 H -1.13596 1.38810 -2.69907  C18 1.094
37 H -0.31647 2.95599 -2.53164  C18 1.101
38 H -0.32370 2.12639 -4.10676  C18 1.103
39 H 2.31175 2.54661 -3.71890  N20 1.019
40 H 3.15297 -1.72796 -0.57550  C23 1.089
41 H 5.62128 -1.56724 -1.04372  C24 1.094
42 H 6.54308 0.34949 -2.34641  C25 1.089
43 H 4.94640 2.00238 -3.41186  C26 1.086
44 H -0.70241 -0.03796 -0.88315  C28 1.096
45 H 1.48684 -2.63553 -2.38730  C30 1.088
46 H 1.98313 -4.84803 -1.38402  C31 1.091
47 H 0.80231 -5.82200 2.07098  C33 1.096
48 H 1.05736 -6.60779 0.49478  C33 1.099
49 H 2.38747 -5.73283 1.27717  C33 1.100
50 H -0.41247 -3.85701 2.03219  C34 1.091
51 H -1.01385 -1.67707 0.99071  C35 1.094

The orbital gap comes out at 3.3 eV.

***

(2)
Below is an isolated molecule of C4H8O3, with properties calculated with ωB97M-V with the def2-TZVPD basis set.

Last columns: bonded neighbours and bond lengths (Å).
Cartesian coordinates (Å):
1 C -2.83868 0.19359 -0.45980  O2 1.440, H8 1.092, H9 1.090, H10 1.092
2 O -2.23088 -1.02574 0.00510  C1 1.440, C3 1.314
3 C -0.98644 -1.08858 0.42322  O2 1.314, O4 1.335
4 O -0.42482 0.11819 0.31549  C3 1.335, C5 1.433
5 C 0.91591 0.15571 0.82021  O4 1.433, C6 1.517, H11 1.092, H12 1.092
6 C 1.91745 -0.01773 -0.30567  C5 1.517, O7 1.413, H13 1.100, H14 1.101
7 O 3.19227 0.06636 0.29715  C6 1.413, H15 0.964
8 H -2.38588 0.51060 -1.40198  C1 1.092
9 H -3.89037 -0.05142 -0.61037  C1 1.090
10 H -2.73469 0.98926 0.28075  C1 1.092
11 H 1.04704 1.12699 1.30285  C5 1.092
12 H 1.04347 -0.64260 1.55449  C5 1.092
13 H 1.74726 -0.99445 -0.78295  C6 1.100
14 H 1.76769 0.76653 -1.06345  C6 1.101
15 H 3.86066 -0.10672 -0.37504  O7 0.964

The orbital gap comes out at 9.9 eV.

***

(3)
Below is a cluster of 2 separate species, C5H9NO in total, with properties calculated with ωB97M-V with the def2-TZVPD basis set.

Last columns: bonded neighbours and bond lengths (Å).
Cartesian coordinates (Å):
1 C 0.57541 0.72282 -1.57917  C2 1.368, C5 1.418, H7 1.074
2 C 1.38343 -0.06324 -0.80336  C1 1.368, N3 1.371, H8 1.073
3 N 0.57255 -0.82397 -0.00188  C2 1.371, C4 1.372, H9 1.005
4 C -0.74414 -0.50756 -0.22453  N3 1.372, C5 1.372, C6 1.493
5 C -0.76595 0.44861 -1.20817  C1 1.418, C4 1.372, H10 1.077
6 C -1.85658 -1.28112 0.40341  C4 1.493, H11 1.086, H12 1.091, H13 1.087
7 H 0.94281 1.50518 -2.21663  C1 1.074
8 H 2.43936 0.01077 -0.62562  C2 1.073
9 H 0.87805 -1.45882 0.71503  N3 1.005
10 H -1.70276 0.81211 -1.59649  C5 1.077
11 H -1.85877 -1.16317 1.48322  C6 1.086
12 H -1.73830 -2.34923 0.21566  C6 1.091
13 H -2.80839 -0.95534 -0.00756  C6 1.087
14 H 1.66521 2.48398 1.79240  O16 0.962
15 H 1.30983 1.02296 1.49290  O16 0.966
16 O 1.70824 1.59601 2.16082  H14 0.962, H15 0.966

The orbital gap comes out at 9.2 eV.

***

(4)
Below is an isolated molecule of CH5N3 in a non-equilibrium geometry, with properties calculated with ωB97M-V with the def2-TZVPD basis set.

Last columns: bonded neighbours and bond lengths (Å).
Cartesian coordinates (Å):
1 N -0.49812 -0.38653 -1.16266  C2 1.444, H5 1.070, H6 1.011
2 C 0.08100 -0.08853 0.12622  N1 1.444, N3 1.444, N4 1.323
3 N -0.57088 0.98265 0.84138  C2 1.444, H7 1.031, H8 0.960
4 N 1.12629 -0.75357 0.59029  C2 1.323, H9 1.011
5 H 0.28958 -0.60456 -1.85364  N1 1.070
6 H -1.05637 0.31245 -1.63457  N1 1.011
7 H -0.39857 1.68703 0.10789  N3 1.031
8 H -1.52835 1.00954 0.89780  N3 0.960
9 H 1.80662 -0.77116 -0.15787  N4 1.011

The orbital gap comes out at 9.7 eV.

***

Which E_HOMO belongs to each record? In order, -5.5, -9.1, -8.3, -9.2 eV.
Which energy above the lowest of the compared OMol25 structures with the same formula, charge and spin belongs to each record? In order, 1.256, 3.386, 0.785, 2.063 eV.